w.
# C4H9NO3

A 2-piece molecular cluster, C4H9NO3 overall (ωB97M-V with the def2-TZVPD basis set, the OMol25 dataset).

Molar mass: 119.12 g mol⁻¹
Orbital gap: 10.0 eV

Atoms and positions in Å:
C (-1.67596, 0.05434, 2.83667)
C (-0.52847, -0.60454, 2.05288)
O (-0.49066, -0.78248, 0.87016)
O (0.54652, -1.00867, 2.85524)
H (-2.47156, 0.24523, 2.16622)
H (-1.98162, -0.69124, 3.65698)
H (-1.27530, 0.95569, 3.38177)
H (1.10111, -1.56504, 2.18811)
C (0.32159, 0.23886, -1.25501)
C (0.90766, -0.10749, -2.62510)
N (1.05900, 0.96048, -3.43404)
O (1.30315, -1.22934, -3.01585)
H (-0.62807, -0.37084, -0.90974)
H (0.05202, 1.23047, -0.99198)
H (1.11102, -0.09681, -0.49737)
H (1.63154, 0.84572, -4.19324)
H (1.01803, 1.92566, -3.08569)

x.
# C4H9NO3

A 2-piece molecular cluster, C4H9NO3 overall (ωB97M-V with the def2-TZVPD basis set, the OMol25 dataset).

Molar mass: 119.12 g mol⁻¹
Orbital gap: 9.7 eV

Atoms and positions in Å:
N (-0.51239, 1.92857, 0.46614)
C (-1.27486, 0.84872, 0.73016)
O (-2.47498, 0.92211, 0.93376)
C (-0.61475, -0.53256, 0.65944)
C (-0.64784, -1.17483, -0.71392)
C (0.16136, -0.47374, -1.80412)
O (0.68354, 0.60178, -1.70321)
H (0.49342, 1.91826, 0.53849)
H (-0.82439, 2.85950, 0.68991)
H (-1.28983, -1.13758, 1.27036)
H (0.33415, -0.53630, 1.20035)
H (-1.64935, -1.28127, -1.13555)
H (-0.20528, -2.17831, -0.75146)
H (0.08808, -0.95061, -2.80475)
O (2.20921, -0.04405, 0.84652)
H (3.08988, 0.19385, 0.51421)
H (2.43402, -0.96355, 1.06368)

y.
# C4H9NO3

An isolated molecule of C4H9NO3 (ωB97M-V with the def2-TZVPD basis set, the OMol25 dataset).

Molar mass: 119.12 g mol⁻¹
Orbital gap: 11.4 eV

Atoms and positions in Å:
C (0.87058, 1.34053, -0.94132)
C (0.74383, 0.12192, 0.01596)
C (-0.66255, -0.56396, 0.02556)
O (-1.74392, 0.24721, -0.18082)
C (-0.83585, -1.31818, 1.33049)
N (-2.39559, -1.52818, 1.45708)
O (-3.03135, -0.67034, 2.00402)
O (-2.79380, -2.53688, 0.93458)
H (0.92328, 1.01061, -1.98931)
H (-0.01613, 2.01057, -0.96081)
H (1.78920, 1.91327, -0.76234)
H (1.17098, 0.31301, 1.08213)
H (1.56498, -0.49728, -0.25860)
H (-0.77064, -1.28973, -0.87336)
H (-1.98824, 0.83480, 0.54188)
H (-0.31425, -0.69055, 2.04923)
H (-0.43104, -2.28220, 1.33104)

Stability summary - winner: w; margin: 0.0025 hartree.

w.
# C6H15N3

A 2-piece molecular cluster, C6H15N3 overall (ωB97M-V with the def2-TZVPD basis set, the OMol25 dataset).

Molar mass: 129.21 g mol⁻¹
Orbital gap: 8.0 eV

Atoms and positions in Å:
C (2.24416, 0.68720, 0.10526)
C (1.50092, -0.11683, -0.65885)
N (1.94239, -1.36776, -1.11220)
N (0.13956, 0.09494, -0.92563)
C (-0.29446, 1.36870, -1.46837)
H (3.26370, 0.43396, 0.34040)
H (1.83373, 1.57775, 0.54318)
H (1.66010, -1.59833, -2.05508)
H (2.92896, -1.51790, -0.96913)
H (-0.29859, -0.68371, -1.41076)
H (-1.38136, 1.36181, -1.51891)
H (0.10723, 1.55328, -2.47222)
H (0.02584, 2.16318, -0.79946)
C (-1.30547, 1.10339, 1.45566)
C (-1.01404, -0.15399, 1.11243)
C (-2.12773, -1.12501, 0.41224)
N (-0.09407, -0.91430, 1.82565)
H (-0.78198, 1.60234, 2.25339)
H (-2.07099, 1.67362, 0.96151)
H (-1.66363, -1.96230, -0.11398)
H (-2.74743, -0.53333, -0.25708)
H (-2.75156, -1.53501, 1.20640)
H (0.21369, -1.74164, 1.33785)
H (0.67103, -0.37007, 2.20769)

x.
# C6H15N3

C6H15N3 as an isolated structure (ωB97M-V with the def2-TZVPD basis set, the OMol25 dataset).

Molar mass: 129.21 g mol⁻¹
Orbital gap: 8.0 eV

Atoms and positions in Å:
C (0.29150, 0.62289, 0.86718)
C (-0.46281, -2.09501, 0.19018)
C (-2.19109, -0.40083, 0.35310)
C (2.81586, -0.03503, -0.14655)
C (-0.41287, 0.99586, -1.67304)
N (-0.78392, -0.71029, 0.43609)
C (0.47436, 0.41203, -0.59816)
N (-0.09922, 1.85439, 1.31440)
N (1.68921, 0.14682, -1.03105)
H (1.00375, 0.12051, 1.51882)
H (-0.22070, 1.95710, 2.31322)
H (-0.76746, 2.35936, 0.74828)
H (-0.90431, -2.73498, 0.95952)
H (0.61868, -2.21949, 0.14630)
H (-0.85880, -2.43206, -0.78034)
H (-2.75050, -1.01094, 1.07005)
H (-2.60749, -0.58085, -0.64933)
H (-2.37157, 0.64270, 0.61612)
H (2.71319, -0.92330, 0.49704)
H (3.71058, -0.15728, -0.76029)
H (2.99778, 0.81568, 0.52641)
H (-0.72347, 0.18098, -2.32522)
H (0.15757, 1.70233, -2.27449)
H (-1.31827, 1.48942, -1.31826)

y.
# C6H15N3

C6H15N3 as an isolated structure (ωB97M-V with the def2-TZVPD basis set, the OMol25 dataset).

Molar mass: 129.21 g mol⁻¹
Orbital gap: 9.2 eV

Atoms and positions in Å:
C (2.73747, -2.14613, 1.28072)
C (1.72006, -1.98583, 0.20707)
C (1.11226, -0.67098, 0.04279)
C (-0.04253, -0.57371, -1.02480)
C (-1.59868, 0.98667, -0.14758)
C (-1.84546, 3.08407, -1.16814)
H (3.67464, -1.55959, 0.96719)
H (2.88399, -3.27605, 1.22525)
H (2.56287, -1.42818, 2.16524)
H (2.19771, -2.17013, -0.92531)
H (1.20049, -2.65004, 0.21885)
H (0.42807, -0.58453, 1.28585)
H (1.49750, 0.30903, 0.22033)
H (-0.71051, -1.41461, -0.66645)
H (0.75977, -0.71235, -1.89020)
H (-2.78798, 0.01768, 1.08485)
H (-1.81020, -0.64373, 1.05542)
H (-2.52415, 2.23774, 0.61139)
H (-0.67238, 3.56058, -0.84009)
H (-1.57221, 2.71011, -2.16291)
H (-2.18219, 3.89851, -1.06812)
N (-0.75893, 0.62020, -1.09904)
N (-2.00112, 0.18874, 0.88574)
N (-2.26847, 2.20254, -0.25807)

Stability summary - winner: w; margin: 0.0524 hartree.

w.
# C6H9NO

An isolated molecule of C6H9NO (ωB97M-V with the def2-TZVPD basis set, the OMol25 dataset).

Molar mass: 111.14 g mol⁻¹
Orbital gap: 8.8 eV

Atoms and positions in Å:
C (-1.13308, -1.08448, -0.64172)
C (0.32592, -0.80863, -0.52829)
C (1.19368, -1.01512, 0.61811)
O (2.48729, -0.79260, 0.50516)
C (2.79008, 0.20154, -0.35409)
N (1.83865, 1.02269, -0.57765)
C (0.61808, 0.63170, -0.12716)
C (-0.11365, 1.70055, 0.60300)
H (-1.76809, -0.57020, 0.09455)
H (-1.31450, -2.25526, -0.68374)
H (-1.49095, -0.75820, -1.56561)
H (0.85451, -1.10150, -1.55027)
H (0.83921, -1.43697, 1.58027)
H (3.86140, 0.31255, -0.64914)
H (0.61235, 2.60776, 0.60956)
H (-0.27558, 1.43068, 1.62930)
H (-1.06521, 1.83370, 0.02452)

x.
# C6H9NO

An isolated molecule of C6H9NO (ωB97M-V with the def2-TZVPD basis set, the OMol25 dataset).

Molar mass: 111.14 g mol⁻¹
Orbital gap (alpha / beta): 6.9 / 7.7 eV

Atoms and positions in Å:
C (0.44171, -0.43138, 0.15723)
C (-0.37176, 1.18214, -0.20428)
N (0.35478, -0.77098, 1.53716)
C (-0.93739, -0.90706, -0.72536)
C (-1.35981, 0.50924, -0.84416)
C (1.57777, -0.79611, -0.54473)
C (0.14187, 2.40568, 0.01831)
O (-1.67056, -1.76215, 0.09703)
H (-1.30777, -1.68816, 1.00283)
H (0.02676, -0.01107, 2.12052)
H (1.18204, -1.21529, 1.91754)
H (-0.76395, -1.43227, -1.67072)
H (-2.25738, 0.89690, -1.31125)
H (2.49046, -1.10414, -0.04695)
H (1.61696, -0.67008, -1.61832)
H (-0.07180, 3.22955, -0.65160)
H (0.90807, 2.56518, 0.76675)

Stability summary - winner: w; margin: 0.0835 hartree.